1.
# C7H12

A single C7H12 molecule (ωB97M-V with the def2-TZVPD basis set, OMol25).

Results
Highest occupied orbital energy (spin up / spin down)   -7.2756 / -7.2777 eV
Total charge   0
Electronic energy   -7448.5607 eV
Orbital gap (spin up / spin down)   7.44 / 7.45 eV
ΔE to the lowest compared entry with this formula, charge and spin   4.8707 eV

Last columns: bonded neighbours and bond lengths (Å).
Element x y z (Å)
1 C -3.21 0.38 -0.21  C2 1.527, H8 1.096, H9 1.096, H10 1.095
2 C -1.93 -0.26 -0.73  C1 1.527, C3 1.531, H11 1.098, H12 1.099
3 C -0.69 0.58 -0.42  C2 1.531, C4 1.505, H13 1.095, H14 1.105
4 C 0.59 0.03 -0.98  C3 1.505, C5 1.391, H16 1.091
5 C 1.81 0.00 -0.32  C4 1.391, C6 1.295, H15 1.179
6 C 2.73 0.39 0.50  C5 1.295, C7 1.484
7 C 3.46 -0.35 1.57  C6 1.484, H17 1.098, H18 1.095, H19 1.102
8 H -3.17 0.51 0.87  C1 1.096
9 H -3.36 1.37 -0.66  C1 1.096
10 H -4.09 -0.23 -0.44  C1 1.095
11 H -1.80 -1.26 -0.30  C2 1.098
12 H -2.00 -0.41 -1.82  C2 1.099
13 H -0.59 0.71 0.67  C3 1.095
14 H -0.83 1.60 -0.83  C3 1.105
15 H 1.60 -1.13 -0.58  C5 1.179
16 H 0.53 -0.41 -1.98  C4 1.091
17 H 3.13 0.07 2.53  C7 1.098
18 H 4.54 -0.15 1.52  C7 1.095
19 H 3.29 -1.44 1.61  C7 1.102

Okay, here come the Löwdin numbers, in e, for every atom:
1. C -0.122
2. C -0.280
3. C -0.209
4. C -0.101
5. C -0.247
6. C -0.067
7. C -0.158
8. H 0.074
9. H 0.073
10. H 0.069
11. H 0.110
12. H 0.108
13. H 0.121
14. H 0.129
15. H 0.190
16. H 0.108
17. H 0.074
18. H 0.061
19. H 0.066

2.
# C7H12

A single C7H12 molecule at a distorted geometry (ωB97M-V with the def2-TZVPD basis set, OMol25).

Results
Highest occupied orbital energy   -8.0688 eV
Total charge   0
Electronic energy   -7451.2210 eV
Orbital gap   8.59 eV
ΔE to the lowest compared entry with this formula, charge and spin   2.2104 eV
SMILES string   C=C(C)C(=C)CC

Last columns: bonded neighbours and bond lengths (Å).
Element x y z (Å)
1 C 0.81 -1.67 0.11  C2 1.341, H8 1.085, H9 1.081
2 C 0.94 -0.42 -0.38  C1 1.341, C3 1.513, C4 1.482
3 C 2.03 -0.11 -1.37  C2 1.513, H10 1.097, H11 1.082, H12 1.088
4 C -0.05 0.64 -0.09  C2 1.482, C5 1.352, C6 1.508
5 C -0.11 1.79 -0.81  C4 1.352, H13 1.086, H14 1.078
6 C -0.90 0.50 1.15  C4 1.508, C7 1.558, H15 1.091, H16 1.090
7 C -2.16 -0.41 1.03  C6 1.558, H17 1.086, H18 1.089, H19 1.088
8 H 1.68 -2.28 0.30  C1 1.085
9 H -0.15 -2.09 0.39  C1 1.081
10 H 3.01 -0.23 -0.89  C3 1.097
11 H 1.99 0.88 -1.79  C3 1.082
12 H 2.07 -0.83 -2.19  C3 1.088
13 H -1.08 2.28 -0.75  C5 1.086
14 H 0.75 2.31 -1.19  C5 1.078
15 H -0.32 0.10 1.98  C6 1.091
16 H -1.19 1.48 1.54  C6 1.090
17 H -2.96 -0.06 1.68  C7 1.086
18 H -2.49 -0.43 -0.01  C7 1.089
19 H -1.87 -1.43 1.28  C7 1.088

Okay, here come the Löwdin numbers, in e, for every atom:
1. C 0.052
2. C -0.314
3. C -0.060
4. C -0.288
5. C 0.068
6. C -0.220
7. C -0.091
8. H 0.068
9. H 0.048
10. H 0.085
11. H 0.049
12. H 0.080
13. H 0.068
14. H 0.058
15. H 0.111
16. H 0.099
17. H 0.065
18. H 0.075
19. H 0.048

3.
# C7H12

A single C7H12 molecule at a distorted geometry (ωB97M-V with the def2-TZVPD basis set, OMol25).

Results
Highest occupied orbital energy   -9.0090 eV
Total charge   0
Electronic energy   -7452.1775 eV
Orbital gap   10.12 eV
ΔE to the lowest compared entry with this formula, charge and spin   1.2539 eV
SMILES string   C=C(C)C/C=C/C

Last columns: bonded neighbours and bond lengths (Å).
Element x y z (Å)
1 C 0.03 -2.25 -0.77  C2 1.324, H8 1.083, H9 1.087
2 C 0.43 -1.43 0.18  C1 1.324, C3 1.510, C4 1.509
3 C 1.90 -1.15 0.42  C2 1.510, H10 1.083, H11 1.090, H12 1.086
4 C -0.52 -0.69 1.09  C2 1.509, C5 1.501, H13 1.095, H14 1.092
5 C -0.60 0.76 0.71  C4 1.501, C6 1.330, H15 1.089
6 C -0.77 1.23 -0.52  C5 1.330, C7 1.494, H16 1.080
7 C -1.03 2.66 -0.85  C6 1.494, H17 1.085, H18 1.088, H19 1.104
8 H 0.72 -2.80 -1.40  C1 1.083
9 H -1.03 -2.47 -0.85  C1 1.087
10 H 2.03 -0.27 1.03  C3 1.083
11 H 2.31 -1.94 1.05  C3 1.090
12 H 2.47 -1.00 -0.50  C3 1.086
13 H -0.20 -0.83 2.13  C4 1.095
14 H -1.50 -1.17 1.07  C4 1.092
15 H -0.45 1.56 1.44  C5 1.089
16 H -0.77 0.52 -1.34  C6 1.080
17 H -1.87 3.20 -0.43  C7 1.085
18 H -0.99 2.80 -1.93  C7 1.088
19 H -0.16 3.27 -0.53  C7 1.104

Okay, here come the Löwdin numbers, in e, for every atom:
1. C 0.031
2. C -0.393
3. C -0.061
4. C -0.180
5. C -0.121
6. C -0.163
7. C -0.113
8. H 0.063
9. H 0.063
10. H 0.068
11. H 0.081
12. H 0.080
13. H 0.115
14. H 0.111
15. H 0.109
16. H 0.099
17. H 0.071
18. H 0.064
19. H 0.078

- What is the formula in the first record?
  C7H12

- What is the ΔE to the lowest compared entry with this formula, charge and spin in the first record?
  4.8707 eV

- What is the total charge in the first record?
  0